{"formula": "C45H56AsCl2F6N7PSbTi", "method": "ωB97M-V/def2-TZVPD", "multiplicity": 4, "total_energy_ev": -199136.310, "e_homo_ev": [-8.1, -10.6], "charge": 1, "species": ["Ti", "N", "P", "N", "C", "C", "C", "C", "C", "N", "C", "C", "C", "C", "C", "N", "C", "C", "C", "C", "C", "H", "H", "H", "H", "H", "H", "H", "H", "H", "H", "H", "H", "H", "H", "H", "H", "H", "H", "H", "H", "H", "H", "H", "H", "H", "H", "H", "H", "H", "H", "Cl", "C", "Cl", "H", "H", "C", "C", "C", "C", "C", "C", "As", "C", "C", "C", "C", "C", "C", "C", "C", "C", "C", "C", "C", "H", "H", "H", "H", "H", "H", "H", "H", "H", "H", "H", "H", "H", "H", "H", "F", "Sb", "F", "F", "F", "F", "F", "C", "C", "N", "C", "C", "C", "C", "C", "C", "C", "C", "N", "C", "N", "H", "H", "H", "H", "H", "H", "H", "H", "H"], "coordinates": [[0.14, -1.18, -1.04], [0.71, -0.53, 0.64], [2.11, -0.18, 1.17], [2.94, 1.18, 0.74], [3.15, 1.44, -0.69], [4.37, 2.34, -0.88], [4.20, 3.64, -0.09], [3.90, 3.34, 1.38], [2.70, 2.42, 1.50], [3.25, -1.45, 0.59], [2.75, -2.80, 0.47], [3.85, -3.84, 0.58], [4.88, -3.64, -0.55], [5.06, -2.15, -0.87], [4.66, -1.28, 0.33], [2.30, -0.33, 2.79], [3.58, -0.11, 3.47], [3.98, -1.37, 4.21], [2.96, -1.70, 5.32], [1.60, -1.06, 5.02], [1.28, -1.11, 3.53], [2.26, 1.94, -1.10], [3.25, 0.50, -1.23], [4.49, 2.55, -1.94], [5.27, 1.82, -0.54], [3.37, 4.22, -0.52], [5.09, 4.26, -0.18], [3.71, 4.26, 1.93], [4.77, 2.86, 1.84], [1.81, 2.92, 1.11], [2.50, 2.17, 2.54], [2.29, -2.88, -0.52], [1.92, -2.94, 1.17], [3.39, -4.82, 0.51], [4.33, -3.78, 1.56], [4.54, -4.16, -1.44], [5.83, -4.08, -0.25], [4.43, -1.85, -1.71], [6.08, -1.91, -1.14], [4.88, -0.22, 0.20], [5.20, -1.63, 1.22], [3.49, 0.73, 4.16], [4.33, 0.18, 2.73], [4.98, -1.26, 4.63], [4.04, -2.20, 3.49], [3.32, -1.35, 6.28], [2.85, -2.78, 5.40], [1.57, -0.02, 5.36], [0.80, -1.58, 5.56], [0.29, -0.70, 3.32], [1.27, -2.15, 3.20], [1.07, -5.01, 2.99], [-0.69, -4.85, 3.18], [-1.30, -3.33, 2.51], [-0.91, -4.88, 4.24], [-1.16, -5.68, 2.66], [-4.36, -0.57, 3.81], [-3.11, -0.06, 3.48], [-2.64, -0.21, 2.18], [-3.42, -0.84, 1.22], [-4.66, -1.36, 1.56], [-5.13, -1.23, 2.86], [-2.69, -0.96, -0.57], [-3.48, 0.58, -1.45], [-3.26, 0.75, -2.82], [-3.78, 1.86, -3.47], [-4.51, 2.81, -2.76], [-4.71, 2.65, -1.40], [-4.20, 1.53, -0.74], [-3.57, -2.45, -1.40], [-3.04, -3.72, -1.15], [-3.61, -4.83, -1.74], [-4.70, -4.69, -2.59], [-5.23, -3.44, -2.84], [-4.67, -2.31, -2.24], [-4.73, -0.47, 4.82], [-2.51, 0.43, 4.22], [-1.65, 0.15, 1.92], [-5.25, -1.88, 0.81], [-6.09, -1.64, 3.13], [-2.69, 0.01, -3.37], [-3.63, 1.98, -4.53], [-4.91, 3.68, -3.27], [-5.27, 3.39, -0.84], [-4.38, 1.41, 0.32], [-2.17, -3.83, -0.52], [-3.19, -5.81, -1.56], [-5.14, -5.56, -3.05], [-6.08, -3.32, -3.50], [-5.09, -1.33, -2.44], [0.03, -2.93, -0.67], [0.91, -3.26, -4.15], [-0.69, -1.35, -2.72], [1.73, -1.06, -1.93], [-0.58, -4.23, -3.52], [2.07, -3.82, -2.73], [1.45, -4.69, -5.30], [-0.12, 2.73, -3.20], [0.07, 1.45, -2.80], [-0.19, 1.00, -1.55], [-0.68, 1.88, -0.63], [-0.98, 3.18, -0.91], [-0.63, 3.75, -2.25], [-1.58, 4.09, 0.02], [-2.19, 5.22, -0.46], [-2.32, 5.49, -1.83], [-3.12, 6.51, -2.39], [-3.34, 6.54, -3.73], [-2.81, 5.60, -4.58], [-2.03, 4.72, -4.07], [-1.71, 4.62, -2.75], [0.18, 3.02, -4.20], [0.46, 0.70, -3.48], [-0.87, 1.46, 0.35], [0.21, 4.44, -2.05], [-1.62, 3.84, 1.07], [-2.68, 5.91, 0.22], [-3.57, 7.24, -1.73], [-3.96, 7.31, -4.19], [-1.58, 3.97, -4.72]], "lowdin_charge": [0.882, -0.253, 0.619, -0.200, -0.200, -0.171, -0.192, -0.173, -0.189, -0.010, -0.197, -0.157, -0.160, -0.136, -0.162, -0.179, -0.196, -0.162, -0.173, -0.170, -0.205, 0.110, 0.094, 0.121, 0.110, 0.114, 0.115, 0.119, 0.117, 0.121, 0.103, 0.102, 0.082, 0.122, 0.109, 0.110, 0.116, 0.113, 0.122, 0.096, 0.147, 0.125, 0.103, 0.118, 0.098, 0.113, 0.108, 0.116, 0.119, 0.090, 0.055, 0.542, -0.957, 0.598, 0.029, 0.031, -0.077, -0.087, -0.162, -0.411, -0.087, -0.068, 1.351, -0.375, -0.118, -0.077, -0.085, -0.073, -0.089, -0.374, -0.114, -0.070, -0.073, -0.074, -0.096, 0.107, 0.104, 0.061, 0.108, 0.109, 0.102, 0.111, 0.106, 0.110, 0.101, 0.070, 0.109, 0.107, 0.106, 0.099, -0.387, 1.609, -0.527, -0.413, -0.466, -0.488, -0.506, 0.010, -0.142, -0.050, -0.127, -0.130, -0.181, -0.041, -0.020, -0.204, -0.006, -0.115, 0.092, -0.145, 0.057, 0.113, 0.113, 0.085, 0.188, 0.113, 0.122, 0.120, 0.107, 0.123]}

---

{"formula": "C10H17ClOSi", "method": "ωB97M-V/def2-TZVPD", "total_energy_ev": -33090.429, "e_homo_ev": -9.2, "charge": 0, "species": ["C", "C", "C", "C", "C", "C", "C", "C", "C", "C", "O", "Si", "Cl", "H", "H", "H", "H", "H", "H", "H", "H", "H", "H", "H", "H", "H", "H", "H", "H", "H"], "coordinates": [[-0.31, -1.50, 1.15], [-0.91, -0.54, 0.73], [2.64, -1.00, -0.42], [2.19, -2.20, -0.13], [2.79, -0.67, -1.88], [-0.65, 2.56, 0.45], [-2.34, 0.65, -1.22], [-3.23, 1.01, 1.72], [0.37, -2.75, 1.54], [1.85, -2.63, 1.33], [2.37, -1.56, 2.07], [-1.80, 1.08, 0.46], [0.04, -3.18, 3.21], [2.96, -0.23, 0.33], [2.06, -2.89, -0.90], [2.87, 0.39, -2.01], [1.91, -0.90, -2.30], [3.67, -1.09, -2.48], [-0.84, 3.33, -0.25], [-0.71, 2.87, 1.42], [0.35, 2.25, 0.26], [-2.96, 1.45, -1.59], [-1.42, 0.59, -1.75], [-2.87, -0.26, -1.13], [-3.79, 1.93, 1.63], [-3.87, 0.29, 1.49], [-3.01, 0.89, 2.76], [-0.12, -3.46, 0.86], [2.45, -3.63, 1.41], [1.60, -1.20, 2.65]], "lowdin_charge": [-0.135, -0.034, -0.135, -0.076, -0.101, -0.142, -0.195, -0.147, -0.707, -0.442, -0.085, 0.503, 0.694, 0.129, 0.096, 0.056, 0.021, 0.106, 0.027, -0.012, 0.027, 0.032, 0.024, 0.034, 0.031, -0.026, 0.031, 0.128, 0.174, 0.123]}

---

{"formula": "C10H34N8O7", "method": "ωB97M-V/def2-TZVPD", "total_energy_ev": -37179.076, "e_homo_ev": -9.0, "charge": 0, "species": ["O", "H", "H", "C", "O", "N", "N", "H", "H", "H", "H", "C", "O", "N", "N", "H", "H", "H", "H", "C", "O", "N", "N", "H", "H", "H", "H", "C", "O", "N", "N", "H", "H", "H", "H", "C", "C", "C", "O", "H", "H", "H", "H", "H", "H", "H", "H", "C", "C", "C", "O", "H", "H", "H", "H", "H", "H", "H", "H"], "coordinates": [[0.48, -0.89, 0.10], [-0.15, -1.46, -0.39], [0.34, 0.01, -0.25], [-2.31, -3.19, -1.24], [-1.83, -2.06, -1.05], [-3.65, -3.33, -1.44], [-1.63, -4.36, -1.22], [-4.04, -4.25, -1.40], [-4.29, -2.56, -1.50], [-0.75, -4.47, -0.73], [-2.19, -5.19, -1.23], [2.47, -3.69, -1.05], [1.30, -4.00, -0.87], [3.43, -4.61, -1.40], [2.98, -2.43, -0.85], [3.16, -5.58, -1.34], [4.37, -4.28, -1.46], [3.94, -2.23, -1.03], [2.23, -1.77, -0.67], [0.10, 4.04, 1.96], [0.27, 4.28, 0.76], [0.18, 2.78, 2.48], [-0.29, 5.01, 2.84], [0.42, 2.08, 1.80], [0.10, 2.67, 3.47], [-0.22, 4.75, 3.80], [-0.53, 5.92, 2.49], [2.37, -2.05, 3.15], [2.54, -2.72, 4.18], [3.39, -1.46, 2.48], [1.12, -1.73, 2.74], [3.14, -1.11, 1.57], [4.32, -1.79, 2.65], [0.33, -2.02, 3.28], [1.02, -1.34, 1.80], [-2.93, 2.98, -0.48], [-2.99, 1.57, 0.08], [-4.38, 1.13, 0.55], [-2.67, 0.68, -1.02], [-3.49, 3.74, 0.07], [-3.34, 2.98, -1.50], [-1.88, 3.19, -0.68], [-2.16, 1.49, 0.79], [-4.49, 0.06, 0.41], [-5.23, 1.55, 0.00], [-4.57, 1.45, 1.58], [-2.17, -0.07, -0.66], [2.56, 1.04, -1.56], [1.56, 2.18, -1.48], [0.78, 2.28, -2.75], [0.63, 1.86, -0.42], [2.11, 0.24, -2.15], [2.98, 0.56, -0.66], [3.56, 1.26, -1.95], [2.03, 3.15, -1.28], [0.27, 3.25, -2.76], [0.02, 1.50, -2.80], [1.38, 2.26, -3.66], [0.29, 2.72, -0.11]], "lowdin_charge": [-0.092, 0.032, 0.025, -0.611, 0.002, 0.159, 0.174, 0.088, 0.106, 0.078, 0.092, -0.638, 0.020, 0.149, 0.160, 0.104, 0.085, 0.092, 0.050, -0.630, 0.000, 0.181, 0.164, 0.092, 0.100, 0.094, 0.109, -0.689, -0.023, 0.153, 0.156, 0.069, 0.102, 0.099, 0.042, -0.053, -0.459, -0.054, -0.085, 0.080, 0.085, 0.055, 0.122, 0.067, 0.076, 0.073, 0.037, -0.068, -0.446, -0.056, -0.121, 0.077, 0.063, 0.081, 0.140, 0.084, 0.090, 0.085, 0.031]}